41
Properties=species:S:1:pos:R:3 method="wB97M-V/def2-TZVPD" total_charge=0 e_tot_ha=-2154.5550 homo_ev="-7.820 / -7.729" relative_energy_kcal_mol=16.1 s_squared=3.76 multiplicity=4 orbital_gap_ev="8.641 / 8.549"
Co 19.65 -26.90 9.40
O 19.91 -26.05 11.20
H 20.59 -26.30 11.86
O 19.37 -27.94 7.73
H 19.24 -27.81 6.77
C 15.28 -26.80 9.14
C 16.45 -27.58 9.64
O 17.57 -26.79 9.90
H 15.03 -25.97 9.79
H 14.40 -27.42 8.95
H 15.52 -26.35 8.18
H 16.78 -28.30 8.88
H 16.17 -28.14 10.54
H 17.33 -26.11 10.54
C 19.48 -25.09 6.16
C 18.58 -24.91 7.36
O 19.34 -24.93 8.58
H 18.96 -25.09 5.21
H 20.08 -26.00 6.24
H 20.19 -24.27 6.11
H 17.86 -25.73 7.39
H 17.97 -24.02 7.23
H 19.48 -24.00 8.77
C 18.89 -30.10 12.21
C 20.00 -29.28 11.64
O 19.75 -28.88 10.32
H 18.68 -30.97 11.58
H 17.96 -29.54 12.25
H 19.05 -30.38 13.25
H 20.86 -29.95 11.63
H 20.21 -28.39 12.25
H 19.48 -29.71 9.93
C 23.40 -25.30 9.38
C 22.88 -26.68 9.78
O 21.74 -26.90 9.00
H 24.19 -24.98 10.07
H 22.52 -24.66 9.39
H 23.79 -25.30 8.36
H 22.73 -26.64 10.86
H 23.59 -27.50 9.65
H 22.06 -27.30 8.19

=====

64
Properties=species:S:1:pos:R:3 method="wB97M-V/def2-TZVPD" total_charge=-1 e_tot_ha=-4185.7600 homo_ev="-2.915 / -2.910" relative_energy_kcal_mol=0.0 s_squared=0.75 multiplicity=2 orbital_gap_ev="5.159 / 5.152"
O 2.52 1.06 -1.62
C 1.68 1.69 -2.43
C 1.58 3.20 -2.19
C 1.04 3.69 -1.00
H 0.70 2.98 -0.24
C 0.92 5.07 -0.84
H 0.53 5.46 0.10
C 1.30 5.93 -1.88
H 1.21 7.00 -1.75
C 1.80 5.41 -3.08
H 2.09 6.06 -3.90
C 1.97 4.04 -3.22
H 2.36 3.58 -4.14
H 2.19 1.57 -3.42
C 0.40 -0.35 -3.34
C 0.28 0.99 -2.73
H 0.28 -0.27 -4.43
H -0.39 -1.01 -2.96
H 1.40 -0.75 -3.11
C -0.83 1.75 -2.80
C -2.08 1.42 -3.57
H -0.87 2.73 -2.30
H -2.23 2.21 -4.33
H -2.96 1.42 -2.91
H -2.01 0.46 -4.10
Cu -0.56 -0.18 0.14
Cl -1.66 1.70 0.79
Cl -2.29 -0.92 -1.07
C -2.43 -1.51 2.07
O -1.27 -1.93 2.13
N -3.51 -2.17 2.51
C -3.40 -3.49 3.10
C -4.85 -1.62 2.40
H -2.69 -0.54 1.62
H -2.37 -3.84 2.99
H -4.08 -4.18 2.58
H -3.70 -3.47 4.15
H -4.79 -0.66 1.88
H -5.29 -1.48 3.39
H -5.49 -2.30 1.83
H 1.73 -4.75 -0.75
H 4.21 -3.74 -0.36
C 1.67 -3.95 -1.50
C 3.90 -2.97 -1.09
N 2.45 -2.80 -1.07
H 0.62 -3.65 -1.65
C 1.85 -1.73 -0.55
O 0.58 -1.66 -0.51
H 4.37 -2.01 -0.85
H 2.51 -0.93 -0.19
H 2.10 -4.34 -2.43
H 4.21 -3.30 -2.08
S 1.24 0.61 1.29
C 0.80 0.17 2.86
N 1.50 -0.69 3.64
C 0.81 -0.97 4.89
C -0.40 -0.03 4.84
N -0.24 0.64 3.57
H 2.25 -1.26 3.27
H 1.47 -0.72 5.73
H 0.52 -2.02 4.95
H -0.38 0.70 5.65
H -1.34 -0.59 4.88
H -0.95 1.24 3.13

=====

Question: Which value of multiplicity does entry 2 give?
Answer: 2

=====

Please write out number 2 again, unchanged.
64
Properties=species:S:1:pos:R:3 method="wB97M-V/def2-TZVPD" total_charge=-1 e_tot_ha=-4185.7600 homo_ev="-2.915 / -2.910" relative_energy_kcal_mol=0.0 s_squared=0.75 multiplicity=2 orbital_gap_ev="5.159 / 5.152"
O 2.52 1.06 -1.62
C 1.68 1.69 -2.43
C 1.58 3.20 -2.19
C 1.04 3.69 -1.00
H 0.70 2.98 -0.24
C 0.92 5.07 -0.84
H 0.53 5.46 0.10
C 1.30 5.93 -1.88
H 1.21 7.00 -1.75
C 1.80 5.41 -3.08
H 2.09 6.06 -3.90
C 1.97 4.04 -3.22
H 2.36 3.58 -4.14
H 2.19 1.57 -3.42
C 0.40 -0.35 -3.34
C 0.28 0.99 -2.73
H 0.28 -0.27 -4.43
H -0.39 -1.01 -2.96
H 1.40 -0.75 -3.11
C -0.83 1.75 -2.80
C -2.08 1.42 -3.57
H -0.87 2.73 -2.30
H -2.23 2.21 -4.33
H -2.96 1.42 -2.91
H -2.01 0.46 -4.10
Cu -0.56 -0.18 0.14
Cl -1.66 1.70 0.79
Cl -2.29 -0.92 -1.07
C -2.43 -1.51 2.07
O -1.27 -1.93 2.13
N -3.51 -2.17 2.51
C -3.40 -3.49 3.10
C -4.85 -1.62 2.40
H -2.69 -0.54 1.62
H -2.37 -3.84 2.99
H -4.08 -4.18 2.58
H -3.70 -3.47 4.15
H -4.79 -0.66 1.88
H -5.29 -1.48 3.39
H -5.49 -2.30 1.83
H 1.73 -4.75 -0.75
H 4.21 -3.74 -0.36
C 1.67 -3.95 -1.50
C 3.90 -2.97 -1.09
N 2.45 -2.80 -1.07
H 0.62 -3.65 -1.65
C 1.85 -1.73 -0.55
O 0.58 -1.66 -0.51
H 4.37 -2.01 -0.85
H 2.51 -0.93 -0.19
H 2.10 -4.34 -2.43
H 4.21 -3.30 -2.08
S 1.24 0.61 1.29
C 0.80 0.17 2.86
N 1.50 -0.69 3.64
C 0.81 -0.97 4.89
C -0.40 -0.03 4.84
N -0.24 0.64 3.57
H 2.25 -1.26 3.27
H 1.47 -0.72 5.73
H 0.52 -2.02 4.95
H -0.38 0.70 5.65
H -1.34 -0.59 4.88
H -0.95 1.24 3.13

=====

Question: Among the records above, which one has the highest multiplicity?
Answer: C8H26CoO6